Record 1
Below is a cluster of 2 separate species, C4H12 in total in a non-equilibrium geometry, with properties calculated with ωB97M-V/def2-TZVPD.

```
16
Properties=species:S:1:pos:R:3
C -0.7416 -0.3062 2.6498
C 0.7653 -0.0716 2.3835
H -1.3900 0.4870 2.3591
H -1.1824 -0.9812 1.9429
H -0.9477 -0.7989 3.5326
H 0.9445 0.9575 2.5822
H 0.8879 -0.4040 1.2377
H 1.3104 -0.6144 3.1451
C -0.5048 -0.3883 -2.3793
C 0.4419 0.8960 -2.5544
H -0.2518 -0.5603 -1.2081
H -1.6041 -0.4107 -2.3033
H 0.1032 -1.1437 -3.1166
H 0.9847 0.6740 -3.6292
H -0.1658 1.8051 -2.6798
H 1.3503 0.8595 -1.9623
```

Summary:
- LUMO level (alpha / beta) (eV) = -3.62 / -11.23
- net charge = +1
- frontier orbital gap (alpha / beta) (eV) = 11.4 / 3.2
- HOMO (alpha / beta) (hartree) = -0.552 / -0.531
- relative energy (zero: lowest compared OMol25 entry of this formula, charge and spin) (kJ/mol) = 209.9
- max |F| (eV/Å) = 4.062
- multiplicity = 2



Record 2
Below is a cluster of 10 separate species, C32H84O7 in total in a non-equilibrium geometry, with properties calculated with ωB97M-V/def2-TZVPD.

```
123
Properties=species:S:1:pos:R:3
C -0.8807 0.1046 -3.7557
C 0.0463 -1.1074 -3.7457
C -0.6487 -2.3474 -4.0767
C 0.1803 -3.6544 -3.8007
C -0.6137 -4.9754 -3.9247
C 0.2873 -6.1634 -3.5637
H -0.3237 0.9726 -3.4337
H -1.4707 0.0636 -2.8677
H -1.5827 0.2046 -4.6927
H 0.4623 -1.1524 -2.6847
H 1.0723 -1.0044 -4.3857
H -0.8857 -2.2834 -5.1077
H -1.5197 -2.3914 -3.1207
H 0.4793 -3.6404 -2.7517
H 0.8403 -3.6194 -4.5857
H -1.0837 -5.1084 -4.9147
H -1.4027 -4.8764 -3.1587
H -0.4627 -6.9894 -3.7437
H 0.6193 -6.0234 -2.5887
H 1.0783 -6.1484 -4.4217
C -1.1897 -2.8574 1.6143
C -1.6127 -3.0924 0.0533
C -2.9737 -3.8244 0.0103
C -4.2797 -3.0074 -0.0377
C -4.4017 -2.2374 -1.4557
C -5.7077 -1.5124 -1.5427
H -2.1887 -2.4794 2.0013
H -0.4617 -2.1674 1.9453
H -1.1347 -4.0294 1.8623
H -1.0057 -3.8204 -0.2867
H -1.5077 -2.2274 -0.4707
H -2.9587 -4.5624 0.9043
H -3.1847 -4.6994 -0.7297
H -4.5197 -2.3164 0.8263
H -5.0197 -3.6084 -0.0217
H -4.1567 -2.7294 -2.3927
H -3.4607 -1.6404 -1.3897
H -6.4757 -2.2294 -1.3407
H -5.7917 -1.0634 -2.3877
H -5.6097 -1.0214 -0.6977
C -2.0377 1.1466 0.6753
C -3.2097 2.1656 0.7393
C -3.1127 3.0906 -0.4277
C -4.3317 4.0536 -0.3557
C -4.3547 5.3916 -1.1267
C -5.5837 6.3166 -0.8997
H -1.8507 0.5946 -0.3587
H -2.3497 0.4246 1.4763
H -1.0447 1.3666 0.9723
H -2.9737 2.6566 1.6453
H -4.2197 1.7546 0.8383
H -3.2617 2.2436 -1.2247
H -2.2497 3.4836 -0.6407
H -4.3847 4.1146 0.7103
H -5.3237 3.5866 -0.5787
H -4.4297 4.9496 -2.2797
H -3.5607 5.9746 -0.8677
H -5.7877 6.3246 0.2033
H -6.5417 6.0166 -1.0597
H -5.4657 7.4106 -1.1597
C 3.4833 3.7986 -1.6567
C 4.2573 4.9386 -1.1157
O 4.9413 4.4786 0.0473
H 2.7973 3.3176 -0.8627
H 4.1053 2.9376 -2.0347
H 2.8973 3.9476 -2.6497
H 3.5513 5.7886 -0.8197
H 5.0173 5.4726 -1.9477
H 5.0013 4.9856 0.7623
C 1.8773 0.4856 -0.5617
C 1.1733 -0.8174 0.0723
O 1.7333 -0.9934 1.4043
H 1.4083 1.4016 -0.1667
H 1.4093 0.5226 -1.6467
H 3.0903 0.4256 -0.7597
H 1.5413 -1.7114 -0.4317
H 0.0523 -0.8224 0.0723
H 1.6013 -0.2074 1.9333
C 6.0033 -0.9784 -0.4767
C 5.1463 -2.1874 0.0543
O 4.6063 -1.8634 1.3323
H 6.7553 -0.9494 0.1083
H 5.3563 -0.0844 -0.5377
H 6.3973 -1.3374 -1.4697
H 5.9253 -3.0824 0.2563
H 4.2893 -2.3724 -0.5127
H 3.7503 -1.4444 1.2103
C 3.9733 1.8106 2.3313
C 2.8703 1.4616 3.4083
O 1.6453 1.4636 2.7493
H 3.9643 1.1966 1.4873
H 4.7763 2.1016 2.7743
H 3.5703 2.8276 2.0013
H 3.0103 2.2476 4.1613
H 3.2283 0.5436 4.0173
H 0.9673 1.5516 3.3583
C -1.0957 -0.6794 4.7123
C -1.2877 0.8276 4.6683
O -0.1137 1.5746 4.8723
H -2.0957 -0.9854 4.5493
H -0.6457 -1.1444 5.5613
H -0.4017 -0.9484 3.9663
H -2.0487 1.0316 5.3543
H -1.6517 1.2426 3.7143
H 0.1493 1.4686 5.9133
C 0.9123 4.8226 1.4453
C 0.7023 4.8556 2.9553
O 0.5983 6.2596 3.2813
H 0.7033 3.7936 1.0823
H 1.9843 5.2026 1.2353
H 0.2773 5.3606 0.8203
H 1.3203 4.4726 3.7473
H -0.2987 4.4986 3.1833
H 0.2013 6.4206 4.1803
C 2.4023 -4.6564 1.0293
C 2.8893 -5.1514 -0.3747
O 4.3083 -5.0724 -0.4297
H 2.8133 -3.6054 1.4073
H 2.7773 -5.2924 1.7853
H 1.3943 -4.5764 1.0293
H 2.4603 -4.5284 -1.0797
H 2.6393 -6.1194 -0.7707
H 4.4513 -5.7214 -1.1497
```

Summary:
- LUMO level (eV) = 0.25
- net charge = 0
- frontier orbital gap (eV) = 9.3
- HOMO (hartree) = -0.334
- max |F| (eV/Å) = 8.297



Record 3
Below is a cluster of 7 separate species, H14O7 in total in a non-equilibrium geometry, with properties calculated with ωB97M-V/def2-TZVPD.

```
21
Properties=species:S:1:pos:R:3
O 1.1698 -0.3295 -1.7763
H 0.8433 0.5727 -1.6407
H 1.9411 -0.4017 -1.1550
O -1.4300 -0.7601 1.7258
H -1.3163 -1.3712 0.9538
H -1.7326 -1.2362 2.4956
O -2.2080 0.7159 -0.4490
H -1.8681 -0.1351 -0.8358
H -2.0817 0.6659 0.5012
O 0.0604 2.2918 -0.8269
H 0.0953 2.8469 -0.0453
H -0.8736 1.9256 -0.7390
O 1.0631 1.0458 1.3937
H 0.3233 0.7465 1.9721
H 0.6801 1.1695 0.4906
O -1.0294 -1.7813 -0.9831
H -0.1422 -1.4896 -1.3835
H -1.5620 -1.8958 -1.7103
O 2.9464 -0.7549 0.3683
H 2.7860 -1.6052 0.7791
H 2.3350 -0.2201 0.8647
```

Summary:
- LUMO level (eV) = 0.28
- net charge = 0
- frontier orbital gap (eV) = 11.7
- HOMO (hartree) = -0.418
- relative energy (zero: lowest compared OMol25 entry of this formula, charge and spin) (kJ/mol) = 64.3
- max |F| (eV/Å) = 3.635



Record 4
Below is a structure of composition C36H57BF4LaN5S2SbSi3 in a non-equilibrium geometry, with properties calculated with ωB97M-V/def2-TZVPD.

```
110
Properties=species:S:1:pos:R:3
La 0.2569 0.3604 -0.5456
C 0.6410 -3.3331 -0.6578
C 1.3629 -2.8161 0.5613
C 2.4140 -3.5611 1.0811
C 2.9544 -3.1002 2.2723
C 2.5078 -1.9463 2.8217
C 1.5177 -1.1456 2.1688
N 0.9619 -1.6631 1.0687
C 0.9923 0.1037 2.8041
C 1.4646 0.4561 4.0901
C 1.1191 1.7515 4.5098
C 0.3258 2.5402 3.7007
C -0.1197 2.0396 2.4783
N 0.1630 0.8232 2.0556
C -0.8019 2.9909 1.5985
C -1.5087 4.0718 2.1629
C -1.9898 5.0075 1.2332
C -1.6418 4.9522 -0.0917
C -0.8313 3.8608 -0.5383
C -0.3639 3.7293 -1.9123
N -0.5943 2.8543 0.2936
H -0.3126 -2.8329 -0.5742
H 0.4860 -4.3962 -0.6363
H 1.2098 -3.0205 -1.5124
H 2.7022 -4.4779 0.6277
H 3.7782 -3.6071 2.7731
H 3.1137 -1.5557 3.6471
H 2.1415 -0.1550 4.6681
H 1.4095 2.1584 5.4568
H 0.1988 3.5696 3.9746
H -1.8586 4.0660 3.1749
H -2.6656 5.8161 1.5346
H -1.8634 5.7581 -0.7369
H 0.5627 3.2126 -2.0065
H -0.2343 4.7014 -2.3854
H -1.1001 3.1761 -2.5781
S 2.6920 -0.6265 -1.6729
C 3.9787 -0.1483 -0.5254
C 5.1531 -0.9317 -0.3875
C 6.1807 -0.6294 0.4507
C 6.1405 0.5578 1.2586
C 5.0111 1.2942 1.1435
C 3.9075 0.9650 0.3018
S 2.5201 2.0922 0.1937
H 5.2529 -1.7880 -1.1089
H 7.0367 -1.2338 0.5457
H 6.9224 0.6873 1.9953
H 4.9536 2.2433 1.6627
F -2.3658 -0.2643 -3.9280
B -1.4106 0.2973 -3.1192
F -0.7055 1.2583 -3.7648
F -1.9054 0.9327 -1.9227
F -0.4692 -0.7139 -2.6492
N 5.1542 1.7776 -2.6154
C 4.5690 1.4395 -3.9685
C 5.2635 2.2022 -5.0813
N 5.2470 3.6180 -4.7969
C 5.8554 3.8889 -3.5018
C 5.2370 3.2183 -2.2991
H 6.1363 1.4045 -2.6057
H 4.6812 1.1273 -1.9731
H 3.5260 1.5951 -3.8374
H 4.7274 0.3971 -3.9412
H 4.6882 2.0084 -5.9748
H 6.2749 1.8686 -5.2230
H 4.3551 4.0160 -4.8919
H 5.7992 4.9355 -3.3115
H 6.8982 3.5925 -3.5688
H 4.2263 3.4590 -2.0964
H 5.8673 3.2920 -1.3808
C -5.0929 -1.2149 -2.5435
Si -4.1681 -2.5689 -1.5585
C -5.4006 -3.7675 -0.7664
C -2.9137 -3.4044 -2.6757
Sb -2.6453 -1.4426 0.2266
Si -2.7208 -3.2369 2.0347
C -1.4041 -2.9656 3.3945
C -4.3465 -3.2378 2.8948
C -2.4263 -4.9486 1.3724
Si -4.4092 0.1264 1.2800
C -4.4486 1.5119 0.0031
C -6.1722 -0.4574 1.4570
C -3.4987 0.7113 2.8626
H -5.7097 -1.6841 -3.3225
H -4.4215 -0.5461 -3.0751
H -5.6917 -0.4909 -2.0247
H -5.9237 -4.2898 -1.5307
H -6.1001 -3.1662 -0.1223
H -4.9031 -4.4529 -0.0748
H -3.4049 -4.2304 -3.2397
H -2.0594 -3.7420 -2.0389
H -2.5439 -2.7280 -3.4435
H -1.4898 -1.8824 3.6444
H -0.3910 -3.1234 2.9744
H -1.4755 -3.6267 4.2640
H -4.6648 -2.2791 3.2779
H -4.3764 -3.9239 3.7722
H -5.1721 -3.6301 2.2836
H -1.3336 -5.0639 1.2405
H -2.8157 -5.0489 0.3106
H -2.8093 -5.6432 2.1168
H -4.7227 1.2576 -0.9878
H -3.4943 2.0560 -0.1226
H -5.2027 2.2085 0.4109
H -6.3420 -1.2011 0.6818
H -6.7934 0.4574 1.2670
H -6.4321 -0.9728 2.3824
H -2.4512 0.7971 2.5734
H -3.5135 0.0123 3.6694
H -3.9117 1.6104 3.1446
```

Summary:
- LUMO level (eV) = -2.80
- net charge = +1
- frontier orbital gap (eV) = 6.7
- HOMO (hartree) = -0.347
- relative energy (zero: lowest compared OMol25 entry of this formula, charge and spin) (kJ/mol) = 135.4
- max |F| (eV/Å) = 2.840



Record 5
Below is a cluster of 2 separate species, C5H7N in total in a non-equilibrium geometry, with properties calculated with ωB97M-V/def2-TZVPD.

```
13
Properties=species:S:1:pos:R:3
C -0.3470 1.7337 -0.4861
C -0.0519 1.1523 -1.6484
C 0.5915 -0.1284 -1.7752
N 1.1169 -1.1474 -1.9448
H -0.1403 1.2623 0.4696
H -0.8232 2.7093 -0.4795
H -0.2809 1.6345 -2.5937
C 0.6507 -1.0745 1.4741
C -0.6489 -1.3014 1.3114
H 1.3587 -1.2303 0.6640
H 1.0518 -0.7210 2.4212
H -1.3592 -1.1586 2.1227
H -1.0539 -1.6421 0.3605
```

Summary:
- LUMO level (eV) = 0.41
- net charge = 0
- frontier orbital gap (eV) = 10.6
- HOMO (hartree) = -0.375
- relative energy (zero: lowest compared OMol25 entry of this formula, charge and spin) (kJ/mol) = 192.7
- max |F| (eV/Å) = 1.176